Record 1
ORCA calculation (ωB97M-V/def2-TZVPD) on a structure of composition C43H47N4O2Sc in a non-equilibrium geometry.

Calculated values
Energy: -2797.17478 Ha
Largest force on an atom: 0.02766 hartree/bohr
LUMO: -0.66 eV

Each line ends with the Mulliken charge.
Positions of all 97 atoms, in Å:
Sc 0.2525 0.4389 0.0416  -2.477
C 3.5685 -1.3352 3.9635  -1.653
C 2.4971 -1.6296 2.9053  1.756
C 1.6987 -2.8805 3.2684  -1.561
C 3.1631 -1.7080 1.5443  0.875
C 3.9292 -2.8190 1.2210  -0.417
C 4.6536 -2.8704 0.0435  -1.543
C 4.6496 -1.7765 -0.8023  -1.087
C 3.8939 -0.6409 -0.5255  0.650
C 4.0410 0.5278 -1.4888  -0.028
C 5.0104 1.5650 -0.9059  -1.527
C 2.7347 1.2008 -1.9309  -0.821
C 3.1110 -0.6273 0.6411  -0.471
N 2.2108 0.4480 0.8946  2.836
C 2.5231 1.3804 1.8141  -0.348
O 3.5508 1.5060 2.4635  -0.724
C 1.3641 2.3425 2.0148  -0.002
C 1.2420 3.2258 3.0691  -0.965
C 0.0738 3.9763 3.1651  -0.638
C -0.9277 3.8401 2.2118  -0.775
C -0.7255 2.9438 1.1783  0.029
N 0.4022 2.2382 1.0943  0.655
C -1.7023 2.7058 0.0421  -0.188
O -2.5349 3.5638 -0.2110  -0.734
N -1.4774 1.5310 -0.5924  2.632
C -2.2807 1.3174 -1.7592  -0.624
C -1.7325 1.6110 -3.0189  0.722
C -2.5246 1.4702 -4.1503  -0.745
C -3.8276 1.0162 -4.0498  -1.642
C -4.3399 0.6768 -2.8107  -0.480
C -3.5847 0.8161 -1.6520  0.665
C -4.1868 0.4302 -0.3132  2.326
C -4.8394 -0.9542 -0.3657  -1.692
C -5.2124 1.4803 0.1361  -1.678
C -0.3084 2.1170 -3.1578  3.182
C 0.4445 1.4331 -4.2996  -1.703
C -0.2916 3.6405 -3.3030  -1.737
H 3.1123 -1.1916 4.9454  0.417
H 4.1169 -0.4301 3.7020  0.395
H 4.2740 -2.1666 4.0274  0.332
H 1.7981 -0.7930 2.8918  -0.788
H 2.3447 -3.7552 3.3636  0.422
H 0.9461 -3.0830 2.5093  0.216
H 1.1902 -2.7340 4.2233  0.406
H 3.9742 -3.6554 1.9082  0.352
H 5.2323 -3.7501 -0.2072  0.411
H 5.2441 -1.8021 -1.7089  0.442
H 4.4960 0.1137 -2.3920  0.724
H 4.6572 1.9099 0.0664  0.197
H 5.0991 2.4231 -1.5765  0.427
H 6.0005 1.1296 -0.7679  0.418
H 2.3752 1.9072 -1.1851  0.101
H 1.9690 0.4387 -2.1246  -0.103
H 2.8960 1.7530 -2.8584  0.425
H 2.0446 3.2970 3.7896  0.609
H -0.0609 4.6598 3.9933  0.469
H -1.8520 4.3988 2.2475  0.626
H -2.1247 1.7252 -5.1239  0.348
H -4.4380 0.9161 -4.9383  0.373
H -5.3545 0.3051 -2.7441  0.375
H -3.3816 0.3894 0.4238  -1.137
H -5.7491 -0.9385 -0.9678  0.532
H -5.1105 -1.2789 0.6399  0.311
H -4.1587 -1.6926 -0.7943  0.300
H -6.0800 1.4647 -0.5281  0.343
H -4.7787 2.4775 0.1027  0.373
H -5.5529 1.2762 1.1539  0.443
H 0.2230 1.8851 -2.2274  -1.793
H 0.0300 1.7163 -5.2670  0.513
H 0.3808 0.3462 -4.2104  0.360
H 1.4967 1.7223 -4.2960  0.351
H -0.7482 3.9305 -4.2509  0.373
H 0.7301 4.0266 -3.2769  0.415
H -0.8626 4.1054 -2.4975  0.369
C -3.4305 -1.1421 3.7223  -0.964
C -3.6224 -2.0120 2.6579  -0.942
C -2.6983 -2.1032 1.6314  -0.487
C -1.5370 -1.3205 1.6500  0.068
C -1.3615 -0.4379 2.7278  0.336
C -2.2930 -0.3485 3.7463  -1.096
N -0.5823 -1.2911 0.6361  2.145
C -0.3309 -2.3474 -0.2253  -0.166
C -0.5718 -3.7018 0.0473  -0.699
C -0.2562 -4.6728 -0.8869  -0.705
C 0.3296 -4.3414 -2.1017  -0.963
C 0.6169 -3.0129 -2.3726  -0.512
C 0.2916 -2.0415 -1.4479  0.211
H -4.1598 -1.0799 4.5188  0.415
H -4.5159 -2.6233 2.6186  0.548
H -2.8888 -2.7514 0.7876  0.673
H -0.4570 0.1660 2.7623  0.339
H -2.1269 0.3329 4.5716  0.467
H -1.0004 -3.9857 0.9977  0.471
H -0.4607 -5.7110 -0.6567  0.434
H 0.5623 -5.1047 -2.8313  0.420
H 1.0938 -2.7322 -3.3030  0.492
H 0.5025 -0.9855 -1.6705  0.098

Atoms 1-3, force components in eV/Å:
0.3 -0.9 -1.1
0.0 0.1 -0.1
0.0 -0.1 0.0

***

Record 2
ORCA calculation (ωB97M-V/def2-TZVPD) on a cluster of 3 separate species, C22H52BN3O8P in total in a non-equilibrium geometry.

Calculated values
Energy: -2001.65076 Ha
Largest force on an atom: 0.12720 hartree/bohr
LUMO: 2.25 eV
Charge: -1

Each line ends with the Mulliken charge.
Positions of all 87 atoms, in Å:
C 2.2691 -1.0015 0.8444  -0.941
C 1.9160 -2.2535 -0.1253  -0.058
C 2.0821 -3.6159 0.7215  -0.345
C 2.1215 -4.9009 -0.2431  -0.898
C 0.7022 -5.6883 -0.3375  -0.352
C -0.1529 -5.0747 -1.5772  -0.433
C -1.6428 -5.6582 -1.6805  -0.625
C -2.5751 -5.3860 -0.4025  -0.691
B -3.2944 -3.9080 -0.3668  0.636
C -4.2383 -3.8885 1.0167  -0.432
O -5.6695 -3.9345 0.6384  -0.098
O -6.3349 -3.4232 1.7262  -0.437
N -4.2820 -3.7895 -1.5749  -0.708
C -4.3531 -2.5699 -1.9493  0.719
O -4.5905 -1.3714 -2.2187  -0.642
P -2.0742 -2.4307 -0.2044  0.112
O -1.0528 -2.6553 0.9572  -0.741
H 2.3702 -0.0286 0.2300  0.241
H 3.2877 -1.1993 1.3527  0.199
H 1.4627 -0.8453 1.6344  0.234
H 0.8813 -2.1121 -0.5795  -0.212
H 2.6888 -2.2626 -0.9657  0.380
H 1.3080 -3.7190 1.5562  0.217
H 3.1288 -3.5409 1.2142  0.349
H 2.9900 -5.5843 0.0542  0.391
H 2.3820 -4.5106 -1.3013  0.320
H 0.9664 -6.7659 -0.6690  0.269
H 0.1190 -5.6704 0.6451  0.211
H -0.0804 -3.9346 -1.5983  0.065
H 0.4082 -5.4386 -2.5238  0.362
H -2.0999 -5.3012 -2.6682  0.216
H -1.5437 -6.8078 -1.7790  0.323
H -2.0520 -5.6039 0.6066  0.216
H -3.4442 -6.1527 -0.4641  0.198
H -4.1009 -2.9235 1.6302  0.317
H -3.9857 -4.8218 1.6423  0.165
H -5.9549 -3.8443 2.5318  0.342
H -2.8487 -1.2648 0.1081  0.045
H -1.3892 -2.1379 -1.4472  0.016
C 7.0725 1.1236 5.5344  -0.705
O 6.3904 2.3662 5.5992  -0.324
C 7.0825 3.4363 4.9564  -0.807
C 6.3822 3.8458 3.6568  -0.168
N 6.5330 2.8151 2.6270  -0.338
C 5.6461 2.9861 1.4722  -0.767
C 4.1279 2.9879 1.7201  -0.482
O 3.5961 1.7307 2.1179  -0.307
C 3.7537 1.4273 3.4935  -0.660
H 6.5932 0.4400 6.2377  0.234
H 6.9924 0.6846 4.5360  0.295
H 8.1241 1.2284 5.8123  0.330
H 8.1401 3.2063 4.7920  0.397
H 7.0382 4.2879 5.6445  0.385
H 6.8192 4.7807 3.2914  0.388
H 5.3330 4.0266 3.8973  0.155
H 6.3421 1.9088 3.0360  0.089
H 5.8689 2.1607 0.7880  0.371
H 5.9235 3.9089 0.9510  0.415
H 3.6491 3.2170 0.7624  0.358
H 3.8105 3.7806 2.4065  0.329
H 3.6884 2.3155 4.1279  0.334
H 4.7003 0.9071 3.6553  0.148
H 2.9579 0.7387 3.7839  0.344
C -3.5626 6.3021 -3.4404  -0.715
O -4.2318 5.5695 -2.4272  -0.324
C -5.5588 5.1782 -2.7818  -0.798
C -5.6415 3.6699 -3.0368  -0.160
N -4.9493 3.3037 -4.2747  -0.361
C -4.7193 1.8625 -4.4300  -0.846
C -3.8843 1.1425 -3.3574  -0.013
O -2.5052 1.5035 -3.3467  -0.459
C -2.2125 2.7126 -2.6694  -0.538
H -2.6694 6.7481 -2.9985  0.230
H -3.2397 5.6434 -4.2514  0.298
H -4.1913 7.1027 -3.8382  0.330
H -5.9485 5.7544 -3.6273  0.398
H -6.1883 5.4071 -1.9146  0.387
H -6.6928 3.3754 -3.1163  0.385
H -5.2085 3.1701 -2.1687  0.164
H -4.0503 3.7682 -4.3004  0.111
H -4.2072 1.7346 -5.3898  0.385
H -5.6886 1.3612 -4.5225  0.373
H -3.9049 0.0789 -3.5998  0.174
H -4.3171 1.2251 -2.3556  0.295
H -2.8652 2.8777 -1.8081  0.262
H -2.2710 3.5542 -3.3639  0.151
H -1.1811 2.6636 -2.3137  0.330

Atoms 1-3, force components in eV/Å:
0.1 -0.1 -0.8
0.5 0.4 1.2
0.8 0.2 -0.6

***

Record 3
ORCA calculation (ωB97M-V/def2-TZVPD) on a structure of composition C3H2HgO3 in a non-equilibrium geometry.

Calculated values
Energy: -494.25905 Ha
Largest force on an atom: 0.14972 hartree/bohr
Energy above the lowest of the compared OMol25 structures with the same formula, charge and spin: 187.5 kJ/mol
LUMO (spin up / spin down): -5.01 / -6.06 eV
Charge: +1
Spin multiplicity: 2

Each line ends with the Mulliken charge.
Positions of all 9 atoms, in Å:
O 4.3815 -0.3004 0.0460  -0.026
C 3.2824 -0.0959 0.0361  0.298
O -0.2668 -1.0473 0.6258  -0.651
C -1.4280 -0.6832 0.2442  0.090
C -1.5805 0.6040 -0.3524  0.134
O -0.5264 1.2925 -0.5957  -0.645
H -2.5378 0.8928 -0.8051  0.384
Hg 1.0136 0.2546 -0.0512  1.098
H -2.3379 -0.9171 0.8523  0.318

Atoms 1-3, force components in eV/Å:
-0.9 0.1 0.0
0.0 0.2 -0.1
-2.8 -3.3 1.1

***

Record 4
ORCA calculation (ωB97M-V/def2-TZVPD) on a cluster of 12 separate species, C60H135BF4N6O14 in total in a non-equilibrium geometry.

Calculated values
Energy: -4173.27240 Ha
Largest force on an atom: 0.08821 hartree/bohr
LUMO: 0.01 eV

Each line ends with the Mulliken charge.
Positions of all 220 atoms, in Å:
C 10.2323 -14.0438 23.3364  -0.834
C 10.9881 -13.3845 24.4978  1.557
N 11.4822 -14.3435 25.5576  0.760
C 12.1684 -15.5070 24.9142  -1.025
C 12.5344 -13.5866 26.4376  1.297
C 13.1897 -14.2922 27.6610  -1.342
C 10.3041 -14.9059 26.4325  -0.728
C 9.1816 -13.9287 26.7716  -1.070
O 9.7182 -12.7314 27.3732  0.377
C 9.6897 -12.7725 28.8477  -0.248
H 9.7333 -15.0256 23.6207  0.478
H 10.8662 -14.2457 22.4608  -0.173
H 9.4186 -13.3731 23.0732  -0.085
H 10.4343 -12.6329 25.0278  -0.275
H 11.8819 -12.8080 24.1053  -0.652
H 12.8235 -15.9761 25.6304  0.350
H 12.8096 -15.1215 24.1390  0.287
H 11.4689 -16.2030 24.5504  0.393
H 11.9513 -12.6952 26.7412  -0.445
H 13.2943 -13.3146 25.7035  -0.731
H 13.8813 -15.0790 27.4660  0.456
H 12.4476 -14.7453 28.3834  0.159
H 13.7471 -13.5353 28.2072  0.425
H 10.7363 -15.2382 27.4231  0.385
H 9.8355 -15.7791 26.0101  0.594
H 8.5005 -14.3676 27.4998  0.689
H 8.5838 -13.5237 25.9882  0.272
H 10.5205 -13.2885 29.3114  0.154
H 8.7621 -13.2182 29.2005  0.586
H 9.6740 -11.7648 29.2121  -0.656
C 14.7109 -0.1793 25.4586  -1.537
C 14.2598 -1.0698 24.3023  -0.006
N 12.8664 -1.4865 24.4750  1.177
C 12.6694 -2.3182 25.7737  -1.730
C 12.0160 -0.2210 24.5464  -0.508
C 10.5550 -0.5519 24.5476  -1.140
C 12.5130 -2.3995 23.3304  -0.530
C 12.8765 -2.0110 21.9058  -1.261
O 12.1705 -0.8303 21.4590  -0.287
C 11.9016 -0.8991 20.0140  -0.801
H 15.7602 0.0167 25.4355  0.527
H 14.6427 -0.6761 26.4339  0.282
H 14.2911 0.8021 25.4604  0.395
H 14.8957 -1.9605 24.2191  -0.036
H 14.2226 -0.5472 23.3067  0.441
H 12.4712 -1.6714 26.6309  0.476
H 13.5495 -2.9416 25.9245  0.420
H 11.8445 -2.9712 25.6144  0.606
H 12.2851 0.3794 23.6976  0.404
H 12.2749 0.2898 25.4746  0.539
H 10.1594 -0.9310 23.6067  0.295
H 9.9587 0.3194 24.8956  0.425
H 10.2592 -1.3030 25.3680  0.163
H 11.4704 -2.5785 23.3726  0.585
H 13.0061 -3.3195 23.6173  0.096
H 12.7396 -2.8823 21.2497  0.757
H 13.9603 -1.7452 21.8949  0.048
H 11.2267 -0.0703 19.8631  0.281
H 11.4626 -1.8410 19.7225  0.338
H 12.8598 -0.7625 19.4775  0.283
C 13.1043 -14.2895 20.4748  -1.115
C 12.9745 -13.1969 19.5036  -0.331
N 12.4341 -11.7884 19.9719  0.739
C 11.3400 -11.9652 21.0277  -0.870
C 13.5153 -10.9882 20.7458  1.448
C 14.9156 -11.0701 20.2415  -1.732
C 11.9889 -11.0196 18.7474  -0.312
C 11.0163 -9.8944 18.9746  0.203
O 10.7826 -9.2367 17.7262  -0.472
C 9.8195 -9.9473 16.9851  -0.665
H 12.1262 -14.6338 20.7932  0.208
H 13.7137 -14.0333 21.3531  0.219
H 13.6160 -15.1718 20.0355  0.457
H 12.2478 -13.4207 18.6710  0.319
H 13.9008 -13.0307 18.8937  0.561
H 11.7972 -12.6461 21.6783  -0.234
H 10.4548 -12.4117 20.6239  0.602
H 11.0464 -11.0575 21.5554  0.235
H 13.4191 -11.4324 21.7257  -0.861
H 13.0816 -9.9579 20.8115  0.100
H 15.0021 -10.6838 19.1964  0.277
H 15.3858 -12.0465 20.4469  0.384
H 15.4680 -10.2980 20.7667  0.534
H 11.5607 -11.7567 18.0312  0.430
H 13.0026 -10.6306 18.3269  -0.037
H 11.4958 -9.0871 19.5562  -0.181
H 10.0432 -10.1979 19.4303  0.291
H 9.6692 -9.4236 16.1134  0.410
H 8.8625 -10.0077 17.5984  0.256
H 10.0331 -10.9987 16.5832  0.217
C 13.0420 -9.8691 32.0223  -1.846
C 11.6256 -10.2842 32.2643  0.067
N 10.5233 -9.1767 32.2668  1.074
C 9.2082 -9.8748 32.5310  -0.970
C 10.8516 -8.1179 33.3059  -0.307
C 11.0012 -8.5952 34.7504  -1.465
C 10.5431 -8.4017 30.9539  0.477
C 9.5175 -7.2945 30.7652  1.107
O 9.9165 -6.0820 31.4251  -0.540
C 8.8721 -5.1661 31.3600  -0.628
H 13.1167 -9.2896 31.1612  0.273
H 13.5262 -10.8247 31.9673  0.581
H 13.3670 -9.3572 32.8837  0.356
H 11.5642 -10.8457 33.1777  0.732
H 11.3480 -11.0331 31.5641  -0.177
H 8.4314 -9.0928 32.6984  0.416
H 9.4381 -10.4261 33.4247  0.540
H 8.9287 -10.5663 31.7361  0.095
H 9.9810 -7.3948 33.2233  0.196
H 11.6653 -7.5677 32.8972  0.600
H 10.0797 -8.9971 35.2809  0.277
H 11.3156 -7.7329 35.3037  0.478
H 11.7000 -9.4250 34.8179  0.303
H 10.4007 -9.1286 30.1238  -1.176
H 11.5707 -7.9597 30.8779  0.466
H 8.5988 -7.6140 31.2391  -0.258
H 9.3885 -7.2888 29.6925  -0.349
H 7.9453 -5.6446 31.7176  0.217
H 8.7678 -4.8025 30.3513  0.201
H 9.1686 -4.3082 31.9905  0.261
C 4.6345 -5.9002 23.1207  -1.545
C 4.6839 -6.0324 24.6741  -0.220
C 4.7198 -7.4947 25.1434  -0.515
N 5.3878 -7.8208 26.5070  1.012
C 5.2941 -9.2858 26.7193  -0.655
C 6.1195 -9.8304 27.8891  -0.739
C 7.5878 -9.3979 27.8831  1.434
C 7.6399 -7.8665 27.6659  1.491
C 6.8563 -7.4687 26.4268  -1.381
C 4.7310 -7.0738 27.5842  -0.947
H 3.9821 -6.5440 22.6278  0.412
H 5.6116 -6.1070 22.7434  0.351
H 4.3870 -4.9154 22.8270  0.426
H 3.9223 -5.4568 25.1813  0.474
H 5.5905 -5.4583 24.9934  0.165
H 5.2654 -8.1033 24.4197  0.119
H 3.6692 -7.7425 25.1955  0.618
H 5.6579 -9.8284 25.8650  0.127
H 4.2694 -9.6073 26.9694  0.479
H 5.9920 -10.9847 27.9348  0.247
H 5.6163 -9.5125 28.8049  0.133
H 8.1749 -9.9232 27.1200  -0.157
H 8.0427 -9.6016 28.8883  -0.593
H 8.6471 -7.4428 27.4859  -1.143
H 7.2216 -7.3480 28.5602  0.294
H 7.2151 -7.9387 25.4599  -0.110
H 6.9120 -6.3875 26.2983  0.443
H 3.6597 -7.1439 27.5580  0.297
H 5.0628 -6.0479 27.5818  0.400
H 4.9890 -7.4664 28.5969  0.274
C 12.2745 -10.0846 27.9357  -0.769
C 12.2217 -8.8657 27.0598  0.433
C 11.8370 -9.2964 25.6515  -0.658
N 11.7363 -8.1348 24.5923  0.771
C 11.7370 -8.8464 23.2257  0.699
C 11.5507 -7.7877 22.0769  0.216
C 10.2945 -7.0292 22.2791  -1.221
C 10.3469 -6.2351 23.5816  0.230
C 10.4674 -7.2612 24.7412  0.942
C 12.9630 -7.3412 24.8815  -0.538
H 11.2345 -10.4007 28.2947  -0.496
H 12.7345 -9.8290 28.9284  -0.233
H 12.7922 -10.8966 27.5194  1.001
H 13.2335 -8.5529 27.1136  0.561
H 11.6488 -8.0018 27.3411  -0.187
H 10.9487 -9.8774 25.6530  -0.184
H 12.5885 -9.8927 25.2722  0.643
H 10.8686 -9.5407 23.2461  -0.938
H 12.7107 -9.2907 23.2281  0.721
H 11.5006 -8.1921 21.1073  -0.560
H 12.4272 -7.1047 22.0654  0.461
H 9.3795 -7.6805 22.3453  0.052
H 10.1435 -6.3650 21.4281  0.600
H 9.4506 -5.6817 23.6912  0.813
H 11.2857 -5.6053 23.5268  -0.683
H 9.6799 -7.9786 24.7346  0.323
H 10.6871 -6.8392 25.7677  -1.437
H 13.7865 -8.0487 25.0420  0.159
H 12.7751 -6.7282 25.7902  0.139
H 13.2471 -6.6688 24.0346  0.223
C 15.8938 -3.5489 21.5943  -1.236
C 14.8280 -4.2620 22.5579  0.972
O 13.8960 -4.8688 22.0540  -0.580
O 15.0336 -4.1085 23.8001  -0.774
H 15.7695 -3.6998 20.4760  0.222
H 16.9059 -3.9354 21.8018  0.396
H 15.9227 -2.5229 21.9271  0.318
C 11.2971 -4.3563 28.5857  -0.569
C 10.5426 -4.9820 27.3833  0.174
O 10.3611 -6.2342 27.4262  -0.203
O 10.1959 -4.2229 26.4553  -0.793
H 11.9518 -5.0758 29.1527  0.124
H 10.5477 -3.9609 29.2910  0.215
H 11.8083 -3.4878 28.1535  0.020
C 12.2903 -14.4463 32.8919  -1.061
C 11.6261 -14.0759 31.5777  0.617
O 10.7843 -13.1214 31.5786  -0.702
O 12.0371 -14.6607 30.4994  -0.746
H 11.9960 -13.6592 33.6619  0.215
H 13.3929 -14.5033 32.8375  0.291
H 11.8571 -15.4344 33.1652  0.307
C 16.0653 -12.7656 24.6328  -1.087
C 14.8293 -12.4129 23.7401  0.592
O 14.4457 -13.2963 22.8910  -0.871
O 14.2625 -11.3035 23.9007  -0.622
H 16.6860 -13.4355 24.0506  0.363
H 15.6759 -13.4092 25.4409  0.232
H 16.5843 -11.8710 25.0080  0.257
C 6.9758 -11.5142 23.0397  -1.822
C 8.0553 -10.5316 23.5176  -0.067
O 7.6642 -9.4675 24.0825  -0.528
O 9.2374 -10.8434 23.3462  0.211
H 7.4118 -12.0370 22.2275  0.532
H 6.0657 -10.9354 22.8320  0.278
H 6.8287 -12.3201 23.7672  0.236
B 5.9157 -8.1702 31.8498  0.554
F 6.5776 -9.1902 31.0441  -0.324
F 4.7110 -8.7004 32.4539  -0.337
F 6.8315 -7.8325 32.8488  -0.406
F 5.5947 -7.0398 31.0837  -0.413

Atoms 1-3, force components in eV/Å:
-0.7 -1.1 0.7
1.3 0.4 -0.6
-0.4 -1.1 1.0